1.
{"formula": "C7H16O", "method": "the ωB97M-V functional and the def2-TZVPD basis", "homo_energy_ev": -8.18, "largest_force_ha_per_bohr": 0.0502, "relative_energy_kcal_mol": 25.5, "multiplicity": 1, "smiles": "CCC(C)=C(C)C.O", "homo_lumo_gap_ev": 9.0, "molar_mass_g_mol": 116.204, "species": ["C", "H", "C", "H", "H", "H", "H", "C", "H", "C", "H", "H", "H", "H", "H", "C", "C", "H", "O", "H", "H", "H", "C", "H"], "positions_angstrom": [[-0.86930, 2.26239, 0.53511], [1.63175, -0.49710, 2.32192], [1.59278, 0.34412, 1.60957], [-0.33033, 1.09121, -1.13442], [-0.96303, -2.89177, 1.25799], [0.13377, -2.05472, 2.40065], [-0.40978, 2.51576, 1.50529], [-0.34045, -1.00411, 0.56607], [0.79647, -2.82855, 0.92711], [0.15345, 1.44921, -0.20531], [0.95171, -0.51987, -5.10783], [2.55795, 0.40055, 1.07866], [1.44806, 1.27898, 2.17674], [-1.06366, 3.19729, -0.01697], [1.59171, 0.31641, -3.96080], [0.41379, 0.16440, 0.60708], [-1.57347, -1.12898, -0.31452], [1.01010, 2.08717, -0.49617], [0.80170, -0.22762, -4.18028], [-1.83210, 1.75804, 0.72288], [-1.28913, -1.51875, -1.30641], [-2.33154, -1.80011, 0.12310], [-0.05908, -2.26445, 1.33509], [-2.02146, -0.12948, -0.44449]], "atomic_forces_ev_per_a": [[-0.07, 1.23, 0.60], [0.11, 0.42, -0.25], [-0.81, -0.64, -0.51], [0.46, 0.41, 0.02], [0.57, 0.03, 0.24], [-0.01, -0.24, -0.35], [-0.52, 0.18, -0.14], [0.87, 2.39, -0.48], [-0.28, 0.18, 0.16], [-1.34, -2.02, -0.89], [-0.13, 0.34, 1.00], [-0.31, 0.03, 0.18], [0.12, -0.29, -0.20], [-0.09, -0.19, 0.35], [-0.84, -0.60, -0.26], [0.51, -1.34, 0.82], [0.22, 0.72, -0.26], [-0.09, -0.74, 0.48], [0.95, 0.26, -0.72], [0.53, 0.03, -0.16], [-0.24, 0.07, 0.23], [0.36, 0.30, -0.14], [0.06, -0.02, 0.45], [-0.02, -0.53, -0.19]]}


2.
{"formula": "C5H16B2Br4Na3O3", "method": "the ωB97M-V functional and the def2-TZVPD basis", "homo_energy_ev": -3.30, "largest_force_ha_per_bohr": 0.1801, "relative_energy_kcal_mol": 389.4, "multiplicity": 1, "homo_lumo_gap_ev": 4.9, "total_charge": -1, "molar_mass_g_mol": 534.390, "species": ["H", "Na", "H", "Br", "C", "O", "Br", "Na", "H", "H", "B", "H", "H", "C", "O", "C", "Br", "B", "H", "H", "C", "H", "H", "H", "H", "H", "H", "C", "H", "H", "Br", "Na", "O"], "positions_angstrom": [[1.76837, 1.66009, -1.66480], [0.48929, 1.87569, -0.31860], [-2.28474, 0.68795, -3.45371], [-0.02296, 1.77307, -2.48914], [-0.43135, -2.14419, 1.54226], [0.01144, 2.51657, 1.30331], [-2.87645, -2.05342, -2.26158], [0.53185, 0.89677, 2.18246], [0.81141, -0.60999, 0.96265], [-0.55534, -1.10432, -2.59533], [0.20672, -0.01326, 0.29745], [-1.28048, -0.52586, -0.93212], [-0.49147, -1.49966, 0.66530], [-1.74552, 0.67834, -2.50648], [1.84150, 3.09380, 0.30945], [1.15118, 3.03946, 1.32891], [-0.24032, -0.98616, 3.15836], [2.46969, 1.15902, -1.01570], [-1.80415, -3.51135, 0.70808], [-0.22656, 0.83153, 0.81013], [-1.38977, -0.74198, -1.99488], [-2.37205, 1.18617, -1.77322], [0.40493, -2.82075, 1.36620], [0.76189, 0.45093, -0.50290], [2.29280, 1.38003, 0.02551], [3.43319, 1.56100, -1.28833], [-2.62332, -2.32195, 1.70025], [-1.71820, -2.92428, 1.62244], [-0.66582, -0.52007, -0.08475], [2.39637, 0.09635, -1.18771], [-1.67557, -4.15132, 3.18854], [2.09098, -0.27404, 0.47880], [1.74255, 3.31587, 2.41925]], "atomic_forces_ev_per_a": [[-0.79, 1.49, -1.80], [-1.20, 5.22, -2.70], [0.48, 0.15, -0.17], [-3.71, -1.24, -4.62], [-1.93, -2.03, 0.95], [-5.16, 2.87, 2.83], [0.38, 0.54, 0.08], [2.59, 3.02, 4.35], [-2.12, -2.27, 2.52], [0.08, -0.30, 0.68], [-3.63, -1.07, -1.32], [-0.59, -1.40, -1.92], [-0.41, -0.75, 0.97], [-0.37, 0.06, -0.02], [1.18, 3.61, -2.40], [3.89, 2.39, 2.86], [-1.17, -3.71, 1.23], [2.95, 0.45, -1.54], [0.03, -0.27, 0.18], [-2.58, 0.38, 0.19], [-1.46, 1.57, -2.19], [-0.01, -0.04, -0.05], [0.26, 0.15, 0.76], [0.75, -3.18, -2.30], [0.46, 0.74, 2.90], [3.82, 1.28, -0.94], [0.24, 0.06, 0.25], [0.38, -0.28, 0.50], [-0.81, -1.01, 0.59], [0.35, -4.00, -2.21], [-0.32, 0.04, -0.55], [8.99, -2.10, 0.68], [-0.56, -0.40, 2.21]]}


3.
{"formula": "C21H49ClN4O3PtSSbSi3", "method": "the ωB97M-V functional and the def2-TZVPD basis", "homo_energy_ev": [-15.32, -15.51], "largest_force_ha_per_bohr": 0.3706, "relative_energy_kcal_mol": 760.6, "multiplicity": 5, "homo_lumo_gap_ev": [6.0, 4.3], "total_charge": 3, "molar_mass_g_mol": 874.264, "species": ["C", "Si", "C", "H", "N", "C", "H", "H", "C", "H", "C", "H", "H", "H", "H", "C", "H", "C", "Sb", "H", "H", "H", "H", "H", "C", "H", "C", "H", "Si", "H", "H", "O", "H", "N", "Pt", "N", "H", "H", "C", "H", "O", "C", "H", "Cl", "H", "H", "H", "H", "H", "C", "O", "C", "C", "H", "H", "C", "H", "C", "H", "H", "H", "Si", "N", "C", "H", "C", "H", "H", "C", "C", "H", "H", "H", "C", "H", "H", "H", "S", "H", "H", "H", "H", "H", "H"], "positions_angstrom": [[3.80908, 2.32929, -1.12760], [-3.20573, -1.62418, 1.45423], [4.84861, -0.48496, 0.44704], [6.41728, 1.60035, 0.80073], [4.51071, 0.77504, 1.10775], [-0.31649, -6.20177, 1.25472], [2.62749, -0.83050, -0.94075], [-2.93556, -5.29469, -1.70817], [-3.30337, 1.11483, -1.46593], [-1.12219, -6.26311, 1.98718], [-0.88488, 0.42201, -3.46840], [-4.31638, 0.71267, -1.39611], [-1.33107, 1.07893, -4.22015], [-2.17773, -2.14862, 3.65321], [-2.48731, 3.95148, 0.59939], [-1.48654, 4.09390, 1.01236], [-0.12898, -4.61132, -2.47584], [-2.68048, -5.22656, -0.64891], [-0.33133, -1.09145, -0.10021], [0.29083, 5.21415, 0.64154], [-0.57414, 0.63409, 1.36414], [-5.60135, -1.49829, 2.17127], [1.21776, -4.89744, -1.36122], [3.67485, 2.45093, -2.20368], [-3.02594, -1.77133, -2.58305], [5.88908, -0.73401, 0.64770], [-0.13164, 0.41904, 3.73360], [4.21219, -1.28422, 0.83332], [-0.91198, -5.60604, -0.36508], [5.12486, 2.78408, 1.09484], [-3.32271, 2.17772, 3.14383], [0.72144, -0.07587, 3.09423], [-3.66830, -1.66983, -3.46383], [4.65282, -0.36118, -1.00371], [0.51152, 1.61900, -0.41074], [2.89165, 1.25039, -0.63143], [2.86016, 2.02495, 1.35391], [-3.32641, -5.92319, -0.10879], [-2.68068, 1.60075, 2.50404], [-3.35142, 2.01451, -2.08441], [0.58558, 3.18091, 1.98473], [-2.03153, -0.22954, 1.40138], [5.40227, 0.81291, -2.58261], [-1.59332, 1.18981, 1.59641], [-1.27206, 4.09968, -1.80117], [3.57371, 3.26427, -0.61982], [-0.07197, 0.95530, -2.97565], [-4.55501, -0.59093, 3.25710], [1.04507, 3.18889, -2.42722], [3.13464, 1.09671, 0.85015], [-0.83633, 0.79169, 4.57703], [5.52446, 0.71526, -1.50310], [-2.30479, -2.70635, 2.72277], [6.56250, 0.46739, -1.28910], [-3.01084, 1.40775, -0.47968], [-0.65138, 5.02416, 0.12871], [-2.30320, -2.56064, -2.79464], [0.77345, 3.44510, -1.40229], [-0.93044, 0.84325, 2.53447], [-3.65631, -2.07688, -1.74768], [-1.61674, 4.56769, 1.99286], [-2.17207, -0.15054, -2.25103], [5.17422, 1.97427, -0.84563], [-4.74197, -0.82677, 2.20626], [-2.27325, 1.51749, 0.64717], [3.28279, -0.03081, -1.29501], [1.62707, 3.87042, -0.86921], [0.46451, -5.54978, 1.65682], [-0.36012, 4.46955, -1.32455], [5.37630, 1.84583, 0.59941], [-0.04031, 5.33392, -1.91697], [2.50768, 0.28468, 1.22637], [-0.45771, -0.43216, -3.99718], [0.27047, -5.29784, -1.72852], [-1.19685, 5.96353, 0.05821], [-1.31763, -3.02115, 2.37302], [-5.02238, 0.08778, 1.68334], [-0.65835, 2.59307, 1.46821], [-1.16595, 0.99081, 0.54789], [3.15787, 0.07606, -2.37471], [0.50216, -6.23784, -2.24417], [-2.92295, -4.21395, -0.30275], [0.12383, -7.20146, 1.16710], [-2.88284, -3.60110, 2.96220]], "atomic_forces_ev_per_a": [[0.27, -0.01, -0.06], [-0.99, 0.47, 1.58], [-0.14, 0.25, -0.21], [0.00, 0.02, 0.01], [0.11, -0.05, 0.56], [-0.21, 0.00, 0.09], [0.00, 0.08, 0.10], [0.07, 0.09, -0.02], [-0.21, -0.23, -1.08], [-0.04, 0.00, -0.04], [-0.13, -0.30, 0.04], [0.02, -0.06, 0.01], [-0.07, 0.04, 0.04], [-0.02, 0.15, -0.08], [0.07, -0.36, -0.02], [-1.58, 0.94, 0.66], [-0.11, -0.07, -0.01], [-0.02, -0.36, -0.09], [-0.57, 0.55, -0.12], [0.02, 0.19, -0.09], [7.97, -3.05, -1.68], [-0.06, 0.05, 0.08], [0.03, -0.12, 0.07], [-0.11, -0.04, 0.01], [0.22, 0.10, -0.12], [-0.01, -0.01, 0.00], [1.99, -1.33, 2.79], [0.00, 0.01, 0.02], [0.05, 0.01, -0.04], [0.03, 0.00, 0.00], [-0.09, 0.05, 0.10], [-0.12, 0.17, -0.10], [0.00, 0.04, -0.04], [0.20, -0.28, -0.20], [1.93, 0.34, -0.22], [-1.89, 0.02, 0.31], [-0.01, 0.02, -0.08], [0.03, 0.06, 0.12], [-3.53, 1.65, 2.49], [0.05, 0.02, -0.01], [-0.30, -1.12, 2.07], [-1.59, -7.70, -1.72], [0.00, 0.01, 0.00], [-14.24, -4.14, 10.62], [-0.05, 0.02, 0.07], [-0.07, -0.05, 0.03], [-0.04, 0.10, -0.03], [0.13, -0.04, -0.01], [-0.04, -0.16, 0.04], [0.47, -0.16, 0.13], [-0.03, 0.14, -0.15], [-0.28, -0.01, 0.14], [-0.21, -0.61, -0.37], [-0.01, 0.01, 0.00], [-0.17, 0.20, 0.10], [0.63, -1.09, -1.09], [-0.02, -0.02, -0.05], [-0.72, 0.66, 0.54], [2.22, -0.91, 4.20], [0.01, 0.08, 0.04], [-0.07, 0.12, -0.07], [0.00, -0.16, 0.50], [0.40, 0.40, -0.20], [-0.40, -0.62, -0.34], [-3.10, 3.00, -3.92], [0.31, -0.18, -0.10], [0.15, -0.25, -0.05], [0.07, 0.00, -0.11], [-0.03, -0.05, 0.96], [-0.31, -0.25, -0.22], [0.04, -0.05, -0.04], [-0.07, 0.03, -0.08], [0.00, -0.01, 0.00], [0.03, 0.15, 0.06], [-0.09, -0.05, 0.03], [0.04, 0.01, 0.07], [0.04, -0.02, -0.06], [10.27, 15.02, -5.66], [3.78, -1.45, -10.05], [-0.06, 0.09, 0.02], [-0.01, -0.05, 0.04], [0.07, 0.02, 0.05], [0.06, 0.02, -0.10], [0.01, -0.04, -0.01]]}